1.
Formula: C6H14O2
Source: the OMol25 dataset
Level of theory: ωB97M-V/def2-TZVPD

```
22
Properties=species:S:1:pos:R:3:forces:R:3
C 2.415 -0.941 0.013 1.620 1.260 2.865
C 1.480 0.251 0.336 -0.874 -1.734 2.859
C 0.668 0.337 1.479 0.521 1.252 -3.795
C -0.652 1.098 1.455 -2.034 0.063 3.250
C -1.479 0.938 0.174 1.018 1.608 0.181
C -1.606 -0.464 -0.329 -0.096 -1.881 -0.858
O -2.928 -0.847 0.172 0.379 -1.962 -0.388
H 2.089 -1.644 -0.746 -0.580 -0.048 0.136
H 3.431 -0.582 -0.325 -0.943 -0.253 0.300
H 2.594 -1.442 1.046 -0.258 0.271 -1.968
H 1.459 0.995 -0.431 -0.739 0.397 -0.334
H 0.713 -0.163 2.409 0.930 -1.380 0.321
H -1.349 0.705 2.362 1.802 0.478 -1.805
H -0.604 2.188 1.744 0.266 -0.896 -0.563
H -2.506 1.313 0.337 0.624 0.098 -0.209
H -0.894 1.659 -0.413 -0.733 -0.472 -1.113
H -1.591 -0.668 -1.432 -0.093 0.962 0.768
H -0.730 -1.111 0.008 -1.393 0.582 0.173
H -3.147 -1.788 -0.092 0.602 1.686 0.415
O 0.524 -0.118 -2.694 0.929 1.150 0.352
H 0.701 0.803 -2.362 -0.386 -1.391 -0.546
H 1.412 -0.519 -2.712 -0.561 0.209 -0.042
```
Positions in Å, forces in eV/Å.

Summary:
- HOMO: -8.82 eV
- Energy relative to the best compared isomer or geometry (same formula, charge and spin): 302.9 kJ/mol
- 2S+1: 1
- SMILES: C/C=C/CCCO.O

2.
Formula: C49H126F3O17Zn
Source: the OMol25 dataset
Level of theory: ωB97M-V/def2-TZVPD

```
196
Properties=species:S:1:pos:R:3:forces:R:3
Zn -5.233 -0.766 -0.293 2.637 1.732 1.441
C -1.901 0.369 -0.400 -1.322 -2.432 -0.241
O -1.116 -0.537 0.475 -1.441 1.672 -0.910
O -3.260 -0.066 -0.294 1.023 1.258 0.278
C -1.571 1.886 -0.120 -0.332 0.269 0.760
F -1.826 2.224 1.148 -0.185 -0.311 0.637
F -0.301 2.221 -0.354 0.827 -1.002 0.037
F -2.232 2.796 -0.847 -1.226 -0.456 -0.842
C 0.280 -0.716 0.285 0.190 -1.411 0.941
C 0.616 -2.087 0.950 0.503 1.613 -0.540
H 0.302 -2.107 1.994 -0.181 -0.201 -0.111
H 0.235 -2.911 0.347 -0.143 -0.007 0.227
H 1.706 -2.109 0.938 0.106 -0.416 0.089
H 0.837 0.090 0.762 0.080 0.103 0.041
H 0.627 -0.817 -0.744 -0.473 0.442 -0.396
H -1.574 0.182 -1.422 0.350 0.140 -0.243
C -2.900 -3.196 1.566 0.618 0.172 -0.462
C -3.829 -3.388 0.360 2.440 -2.153 -0.015
C -4.249 -4.866 0.143 -0.162 1.349 0.905
O -4.916 -2.571 0.668 -2.048 1.334 -1.101
H -2.691 -2.130 1.658 0.078 -0.179 -0.120
H -1.940 -3.708 1.497 -0.084 -0.137 -0.227
H -3.346 -3.506 2.511 -0.369 -0.249 -0.018
H -3.335 -3.063 -0.555 -0.188 0.611 0.107
H -3.373 -5.426 -0.184 -0.250 -0.166 0.052
H -5.108 -4.972 -0.520 0.265 0.037 -0.307
H -4.588 -5.170 1.133 0.106 -0.684 0.016
H -5.206 -2.881 1.529 -0.610 0.462 0.362
C -0.098 2.602 -3.928 -0.753 -0.302 -0.072
C -1.094 2.092 -5.000 0.712 0.992 1.686
C -2.052 3.183 -5.451 -0.249 -0.759 0.573
O -0.375 1.599 -6.066 0.604 -0.362 -1.383
H 0.565 1.804 -3.592 0.115 -0.072 -0.230
H -0.673 2.895 -3.049 0.011 0.210 0.088
H 0.492 3.452 -4.270 -0.030 -0.040 -0.121
H -1.631 1.256 -4.551 -0.511 -0.074 0.240
H -2.783 2.708 -6.106 -0.151 0.235 -0.271
H -1.541 3.998 -5.962 -0.023 0.007 0.130
H -2.593 3.517 -4.566 -0.022 0.414 -0.135
H -0.907 1.817 -6.835 0.315 -0.300 -0.461
C -1.073 -2.117 -4.945 0.501 -0.336 -0.742
C -1.027 -3.243 -3.924 -0.712 1.138 2.141
C -1.174 -2.726 -2.491 0.422 0.589 0.593
O -2.081 -4.160 -4.068 -0.089 -1.387 -1.060
H -2.075 -1.699 -5.045 -0.125 -0.081 0.131
H -0.771 -2.510 -5.916 -0.273 -0.088 -0.157
H -0.385 -1.285 -4.795 0.086 -0.061 0.528
H -0.088 -3.796 -3.891 -0.076 -0.193 -0.720
H -1.266 -3.516 -1.746 0.302 -0.418 -0.239
H -2.067 -2.128 -2.312 -0.241 0.366 -0.437
H -0.323 -2.112 -2.194 0.078 0.110 -0.007
H -2.939 -3.775 -3.874 0.156 0.386 -0.017
C -0.903 0.727 3.774 0.069 0.341 0.562
C -2.069 -0.192 4.187 1.834 0.834 1.782
C -2.828 0.280 5.407 -0.288 -0.023 1.324
O -2.975 -0.281 3.182 -1.969 -0.292 -2.334
H -0.202 0.237 3.099 -0.375 -0.082 -0.455
H -0.252 0.997 4.606 -0.254 -0.032 0.370
H -1.284 1.656 3.351 0.072 -0.036 -0.109
H -1.580 -1.148 4.370 -0.255 -0.473 0.328
H -2.150 0.575 6.208 0.025 0.172 -0.061
H -3.500 -0.437 5.878 0.361 -0.864 -0.259
H -3.575 1.059 5.261 0.580 0.667 -0.667
H -2.487 -0.221 2.357 0.013 -0.055 -0.646
C 0.195 7.453 -2.168 0.004 -0.077 -0.098
C 1.117 6.798 -1.149 0.285 -1.902 -0.777
C 1.521 5.277 -1.437 -1.248 0.832 0.435
O 2.301 7.535 -1.102 0.594 0.666 0.162
H 0.547 7.260 -3.181 0.124 0.060 -0.023
H 0.180 8.531 -2.010 0.165 0.008 0.039
H -0.848 7.137 -2.129 0.058 -0.344 0.235
H 0.687 6.806 -0.147 -0.490 -0.012 0.061
H 2.186 4.926 -0.648 0.067 0.089 0.125
H 1.992 5.031 -2.388 -0.004 0.618 -0.161
H 0.613 4.679 -1.368 -0.104 -0.232 0.011
H 2.733 7.214 -0.307 0.514 0.263 0.012
C 4.908 0.324 4.096 0.798 -0.583 -0.163
C 3.958 -0.820 4.289 -1.906 0.253 -0.740
C 2.643 -0.651 3.507 0.272 0.320 0.066
O 4.517 -2.028 3.764 0.210 0.208 0.366
H 4.679 1.271 4.584 -0.317 -0.174 -0.104
H 5.057 0.427 3.022 0.080 0.401 -0.031
H 5.847 -0.042 4.513 0.378 0.378 0.045
H 3.664 -0.922 5.334 0.304 -0.257 0.256
H 2.801 -0.666 2.429 0.339 -0.259 -0.086
H 2.213 0.335 3.683 -0.147 -0.044 0.406
H 1.941 -1.443 3.767 -0.061 0.068 0.013
H 5.372 -2.151 4.182 0.283 -0.158 0.054
C 3.075 -4.500 2.039 -0.204 -0.575 -2.223
C 3.482 -5.202 3.292 -1.159 0.316 -0.189
C 4.937 -5.528 3.374 0.859 -0.130 0.749
O 3.045 -4.373 4.331 0.146 0.102 1.379
H 3.302 -5.163 1.204 0.195 0.119 -0.391
H 3.540 -3.537 1.831 0.548 -0.078 0.414
H 2.014 -4.289 1.900 -0.263 -0.323 0.699
H 2.923 -6.128 3.423 -0.073 -0.146 -0.275
H 5.616 -4.676 3.367 -0.197 0.411 -0.596
H 5.239 -6.243 2.609 0.065 -0.019 0.097
H 5.127 -5.914 4.376 -0.051 -0.589 -0.060
H 3.583 -3.592 4.187 -0.066 0.763 0.386
C 7.453 -0.994 0.003 -0.254 -0.523 0.597
C 6.277 -1.821 -0.572 -0.432 2.002 0.385
C 4.940 -1.571 0.178 1.102 0.377 0.281
O 6.153 -1.416 -1.919 0.063 -1.656 -0.818
H 7.432 0.059 -0.279 -0.344 -0.062 -0.266
H 8.399 -1.406 -0.348 -0.010 0.020 0.029
H 7.437 -1.005 1.092 0.191 -0.182 0.178
H 6.519 -2.881 -0.505 0.019 -0.053 -0.347
H 4.111 -2.141 -0.241 0.114 -0.149 0.208
H 4.681 -0.512 0.164 -0.006 0.262 -0.492
H 5.103 -1.726 1.245 -0.308 -0.655 0.066
H 5.703 -0.572 -1.997 0.113 0.393 0.326
C -6.979 1.231 3.282 -0.758 0.663 0.389
C -6.242 1.354 1.993 0.317 1.670 -1.142
C -5.181 2.500 2.022 -0.337 -0.303 1.018
O -5.621 0.119 1.659 0.016 -0.794 -0.552
H -7.725 0.436 3.311 0.550 -0.491 0.013
H -7.621 2.099 3.434 0.278 0.399 -0.008
H -6.253 1.224 4.095 -0.231 -0.408 0.242
H -6.903 1.530 1.145 -0.274 0.149 0.127
H -5.628 3.451 2.309 -0.495 0.181 -0.837
H -4.523 2.558 1.155 -0.345 0.027 -0.083
H -4.531 2.429 2.894 0.346 -0.839 0.061
H -4.959 0.020 2.347 1.074 -0.713 0.187
C 3.298 -0.324 -2.933 -0.871 -0.076 0.095
C 3.736 1.079 -2.574 -1.771 0.482 0.180
C 2.956 1.756 -1.407 -0.095 -0.130 -1.002
O 5.079 1.071 -2.276 1.571 0.130 0.224
H 3.944 -0.832 -3.649 0.195 0.278 0.033
H 2.316 -0.234 -3.397 -0.162 -0.087 -0.120
H 3.163 -0.988 -2.080 0.225 0.201 0.205
H 3.552 1.695 -3.454 0.121 0.166 -0.295
H 2.674 1.027 -0.646 0.042 0.210 0.177
H 2.089 2.294 -1.791 -0.441 -0.456 0.005
H 3.533 2.588 -1.004 0.383 -0.277 0.325
H 5.330 1.985 -2.126 0.447 -0.029 0.107
C -4.972 2.159 -3.089 0.291 -0.292 -0.157
C -5.597 2.186 -1.705 0.586 1.139 -1.227
C -6.803 3.090 -1.657 -0.310 0.272 0.834
O -6.026 0.833 -1.377 -0.068 -1.008 0.690
H -4.648 3.139 -3.439 -0.041 0.116 0.343
H -5.669 1.799 -3.845 -0.161 -0.143 0.033
H -4.095 1.511 -3.082 0.029 -0.057 -0.047
H -4.844 2.539 -1.001 -0.124 -0.589 0.252
H -6.596 4.096 -2.024 0.215 -0.164 -0.195
H -7.114 3.228 -0.622 -0.178 -0.072 0.075
H -7.655 2.699 -2.212 0.005 -0.078 -0.211
H -6.872 0.731 -1.820 -0.275 -0.190 -0.105
C -3.248 8.104 0.224 -0.865 -1.145 1.407
C -3.725 6.898 1.152 1.556 1.568 -0.740
C -2.987 5.614 0.840 -0.840 -0.411 -0.405
O -3.406 7.232 2.494 -0.128 0.359 0.196
H -3.810 8.013 -0.705 0.418 0.175 -0.215
H -2.164 8.113 0.111 -0.076 -0.268 -0.280
H -3.501 9.046 0.711 -0.235 -0.047 -0.044
H -4.808 6.805 1.070 -0.150 -0.203 -0.236
H -3.232 4.905 1.631 0.199 -0.270 0.098
H -1.904 5.724 0.775 -0.086 0.179 0.065
H -3.368 5.165 -0.078 0.164 -0.023 -0.251
H -3.690 6.473 3.008 0.088 0.057 0.387
C 0.554 4.915 2.398 -0.112 -0.595 -0.707
C 1.602 4.293 3.312 0.460 0.523 -0.875
C 2.520 3.245 2.664 -0.064 -0.120 0.459
O 2.458 5.378 3.668 0.433 -0.092 0.503
H 0.137 5.844 2.787 -0.210 -0.244 0.373
H -0.223 4.209 2.103 -0.291 0.001 0.258
H 1.011 5.210 1.453 0.352 -0.056 -0.019
H 1.181 3.882 4.229 -0.310 -0.189 -0.041
H 2.017 2.394 2.205 -0.371 0.117 -0.025
H 3.145 2.835 3.457 0.094 -0.020 0.010
H 3.205 3.661 1.926 -0.209 0.329 -0.048
H 1.996 5.855 4.361 0.161 0.296 0.059
C -0.089 -6.210 -0.383 0.278 -0.108 -0.556
C 0.454 -7.533 -0.991 0.280 0.747 -1.120
C 0.739 -7.315 -2.520 -0.784 0.752 1.225
O 1.670 -7.960 -0.385 -0.910 -0.152 0.365
H -0.413 -6.305 0.654 0.180 -0.046 0.014
H -0.903 -5.797 -0.979 -0.459 -0.418 -0.083
H 0.646 -5.413 -0.492 0.488 -0.079 0.391
H -0.311 -8.296 -0.846 0.264 -0.260 0.057
H -0.152 -6.893 -2.985 -0.257 -0.464 -0.304
H 1.124 -8.191 -3.042 -0.077 0.118 0.157
H 1.426 -6.469 -2.565 0.500 -0.247 -0.115
H 2.299 -7.260 -0.574 0.407 0.247 -0.063
C 4.335 -5.597 -3.335 0.256 0.833 -0.327
C 4.094 -4.917 -1.987 -1.091 0.456 -1.441
C 2.968 -3.836 -2.045 0.322 -1.176 -0.004
O 3.725 -5.988 -1.135 -0.192 0.273 1.066
H 3.428 -6.106 -3.661 0.193 -0.373 0.221
H 5.200 -6.246 -3.201 -0.247 -0.432 -0.219
H 4.597 -4.930 -4.156 0.087 0.368 0.139
H 5.004 -4.397 -1.688 0.103 -0.163 0.441
H 2.075 -4.161 -2.580 0.165 -0.335 -0.501
H 3.399 -2.980 -2.564 -0.234 0.093 0.310
H 2.544 -3.627 -1.063 0.581 0.413 0.283
H 4.511 -6.501 -0.934 0.104 -0.126 0.006
```
Positions in Å, forces in eV/Å.

Summary:
- HOMO: -10.90 eV
- Energy relative to the best compared isomer or geometry (same formula, charge and spin): 241.6 kJ/mol
- 2S+1: 1
- Total charge: +1

The calculation returns the following HOMO-LUMO gap values, one per record and in order: 9.477 6.552 eV.
The calculation returns the following E_tot values, one per record and in order: -387.3921 -5300.2264 hartree.